(1)
Here is a molecular structure, C10H12NO3P at a distorted geometry from the OMol25 dataset. Energies are from ωB97M-V/def2-TZVPD.

```
27
Properties=species:S:1:pos:R:3:forces:R:3
C -3.483 -0.324 0.145 0.1 0.0 0.0
C -3.069 0.060 -1.125 0.0 0.0 -0.1
C -2.714 -0.001 1.254 -0.2 -0.1 0.0
C -1.902 0.772 -1.294 0.2 0.1 0.2
C -1.532 0.693 1.110 0.3 0.2 -0.3
C -1.117 1.094 -0.172 -1.5 -0.5 0.0
C 0.048 1.823 -0.310 2.7 0.8 -0.1
C 2.012 1.659 -0.826 -0.2 -2.3 -0.4
C 2.660 0.182 2.095 0.5 0.1 0.3
C 0.759 -2.233 -1.199 0.1 -0.4 0.0
N 0.993 2.585 -0.330 -1.9 1.1 0.7
O 3.254 -0.758 -0.709 0.2 -0.1 -0.3
O 1.620 -0.130 1.189 -0.5 0.0 -1.1
O 0.697 -0.828 -1.016 0.7 0.5 0.2
P 1.997 -0.071 -0.396 -0.4 0.5 0.5
H -4.399 -0.881 0.268 -0.1 0.0 0.0
H -3.665 -0.200 -1.988 0.0 0.0 -0.1
H -3.031 -0.308 2.239 0.0 0.0 0.1
H -1.564 1.064 -2.276 0.0 0.0 -0.1
H -0.919 0.934 1.962 0.1 0.0 0.1
H 2.274 1.852 -1.862 0.1 0.1 0.0
H 3.633 0.065 1.611 0.0 0.0 0.1
H 2.588 -0.504 2.941 0.0 0.1 -0.1
H 2.552 1.211 2.444 0.0 0.0 0.0
H 0.376 -2.744 -0.313 0.0 0.0 0.0
H 1.792 -2.541 -1.378 -0.1 0.0 0.0
H 0.138 -2.473 -2.062 0.0 0.0 0.1
```
Positions in Å, forces in eV/Å.

Output
HOMO-LUMO gap (spin up / spin down) (Eh): 0.2456 / 0.2455
Highest occupied orbital energy (spin up / spin down) (eV): -7.66 / -7.65
Molecular weight (u): 225.184
Energy above the lowest of the compared OMol25 structures with the same formula, charge and spin (eV): 0.421

Atomic partial charges in e from the Mulliken method, atoms 1 to 4: C -0.323; C -0.633; C -0.763; C -0.273

=====

(2)
Here is 2 unconnected molecules or ions with the total composition C5H8 from the OMol25 dataset. Energies are from ωB97M-V/def2-TZVPD.

```
13
Properties=species:S:1:pos:R:3:forces:R:3
C -0.793 -1.035 0.814 0.2 0.3 0.0
C 0.518 -0.775 1.063 0.2 -0.1 0.2
C 1.000 0.436 0.296 0.0 0.1 0.1
C -0.368 1.191 0.100 0.0 0.0 -0.1
C -1.318 0.015 0.128 -0.2 0.1 -0.1
H 1.121 -1.227 1.849 -0.1 0.0 -0.2
H 1.444 0.214 -0.684 -0.1 0.0 0.1
H 1.748 0.995 0.872 -0.1 -0.1 -0.1
H -0.449 1.738 -0.847 0.0 -0.1 0.2
H -0.508 1.919 0.910 0.0 -0.1 -0.1
H -2.200 -0.017 -0.510 0.1 0.0 0.1
H -0.156 -1.867 -1.655 0.0 0.0 -0.1
H -0.040 -1.587 -2.336 0.0 0.0 0.0
```
Positions in Å, forces in eV/Å.

Output
SMILES: C1=CCCC=1.[H][H]
HOMO-LUMO gap (spin up / spin down) (Eh): 0.2998 / 0.2688
Highest occupied orbital energy (spin up / spin down) (eV): -8.57 / -7.87
Molecular weight (u): 68.119
Energy above the lowest of the compared OMol25 structures with the same formula, charge and spin (eV): 4.402

Atomic partial charges in e from the Mulliken method, atoms 1 to 4: C -0.458; C -0.141; C -0.530; C -0.414

=====

Number 2 is which compound?
C5H8

=====

What is the formula in the first record?
C10H12NO3P

=====

What is the energy above the lowest of the compared OMol25 structures with the same formula, charge and spin in the first record?
0.421 eV